No. 1
This record from the OMol25 dataset describes the ion C5H7N2OS with charge +1 in a non-equilibrium geometry. The level of theory is wB97M-V/def2-TZVPD.

```
16
Properties=species:S:1:pos:R:3:forces:R:3
C -0.996 -1.244 1.483 0.252 0.360 -1.375
C -2.432 0.655 1.168 -1.229 -1.593 1.653
C -0.514 -0.386 0.543 -2.046 0.755 2.129
C 0.485 -1.317 -1.477 -0.108 -0.858 2.027
C 0.689 -0.374 -0.229 2.974 -2.481 -2.009
N -1.367 0.690 0.397 -0.545 0.915 -0.439
N 1.065 0.916 -0.667 -0.242 1.263 0.060
O 0.694 -0.967 -2.568 0.299 1.028 -2.361
S -2.481 -0.781 2.166 0.542 1.498 -1.433
H -0.576 -2.202 1.471 0.462 -1.339 1.076
H -3.323 1.280 1.302 0.950 0.402 -0.732
H 0.254 -2.377 -1.253 -0.267 0.094 0.252
H 1.519 -1.036 0.227 -1.041 1.381 0.033
H 1.938 1.315 -0.391 0.408 -0.199 0.872
H -1.142 1.430 -0.312 -0.096 -0.635 1.021
H 1.058 1.063 -1.658 -0.314 -0.591 -0.775
```
Positions in Å, forces in eV/Å.

Values from the calculation:
ΔE to the lowest compared entry with this formula, charge and spin ... 1.016 eV
Charge ... +1
Frontier orbital gap ... 9.066 eV

=====

No. 2
This record from the OMol25 dataset describes the ion C21H19F4N2S with charge +1 in a non-equilibrium geometry. The level of theory is wB97M-V/def2-TZVPD.

```
47
Properties=species:S:1:pos:R:3:forces:R:3
C 3.022 -0.361 1.467 0.639 0.940 0.029
C 3.242 -1.651 0.768 -0.115 0.085 0.128
N 1.935 -2.156 0.429 -0.015 0.195 4.105
C 0.896 -2.077 1.319 1.152 0.976 -1.429
N 0.928 -1.237 2.347 -0.747 -0.370 0.650
C 2.151 -0.512 2.701 0.445 -0.020 0.424
C -0.321 -1.179 3.187 0.055 -0.517 -0.391
C -1.403 -1.961 2.345 -0.370 0.608 1.445
S -0.667 -2.767 0.941 1.102 -0.290 -0.052
H 4.004 0.016 1.743 -0.087 0.390 0.201
H 2.570 0.329 0.736 0.127 -0.057 0.397
H 3.765 -1.539 -0.176 0.120 0.353 -0.130
H 3.799 -2.427 1.298 0.021 0.295 0.381
H 2.721 -1.033 3.501 -0.505 0.090 -0.392
H 1.873 0.468 3.102 -0.075 -0.156 -0.111
H -0.176 -1.724 4.179 0.059 1.020 -1.261
H -0.635 -0.105 3.326 0.502 -1.189 0.030
H -1.834 -2.748 2.980 -0.146 0.464 -0.280
H -2.176 -1.274 1.977 0.147 -0.337 0.219
F 7.134 -6.819 -2.897 -0.728 0.046 1.468
C 6.523 -6.799 -1.659 0.340 -0.226 -0.239
C 7.009 -7.670 -0.667 -0.962 0.633 0.028
C 6.363 -7.603 0.574 0.251 -0.555 0.329
F 6.803 -8.455 1.573 -0.573 1.149 -1.177
C 5.303 -6.731 0.848 0.246 0.533 -1.019
C 4.838 -5.861 -0.179 1.614 -0.645 0.145
C 3.795 -4.872 0.115 -0.532 0.453 -0.722
C 3.343 -3.952 -0.767 0.537 0.522 0.070
C 2.008 -3.235 -0.462 -1.066 -1.007 -2.587
C 1.442 -2.582 -1.756 -0.539 -0.394 -1.342
C 0.699 -1.391 -1.682 -0.446 0.634 -0.028
C 0.219 -0.771 -2.846 0.317 -0.053 0.159
F -0.393 0.452 -2.733 0.425 -1.316 -0.071
C 0.395 -1.332 -4.109 0.290 0.105 0.521
C 1.138 -2.506 -4.170 0.133 -0.381 -0.059
F 1.346 -3.088 -5.387 -0.150 0.545 1.045
C 1.683 -3.119 -3.039 -0.309 -0.177 0.304
C 5.468 -5.913 -1.452 0.373 -0.205 0.667
H 7.816 -8.365 -0.862 -0.061 0.085 0.056
H 4.900 -6.630 1.845 -0.035 -0.299 0.058
H 3.312 -4.911 1.114 0.176 -0.344 -0.762
H 3.899 -3.666 -1.748 -1.256 -0.771 1.901
H 1.382 -3.949 0.092 -0.220 -0.668 -1.398
H 0.440 -0.902 -0.724 0.312 -0.258 -1.001
H 0.028 -0.845 -4.998 -0.059 0.001 -0.104
H 2.244 -4.052 -3.138 -0.241 0.352 -0.174
H 5.237 -5.206 -2.239 -0.148 -0.240 -0.030
```
Positions in Å, forces in eV/Å.

Values from the calculation:
Charge ... +1
Frontier orbital gap ... 8.426 eV

=====

No. 3
This record from the OMol25 dataset describes a structure of composition C48H54BrF3N7O4STa in a non-equilibrium geometry. The level of theory is wB97M-V/def2-TZVPD.

```
119
Properties=species:S:1:pos:R:3:forces:R:3
Ta -0.234 -0.066 -0.113 0.344 0.844 0.343
C 3.841 4.499 1.584 0.005 -0.026 0.047
C 2.960 4.726 0.355 -0.046 -0.003 -0.064
C 1.740 3.858 0.352 0.115 -0.061 -0.023
C 0.498 4.161 0.824 -0.075 0.053 0.067
C 0.031 5.461 1.403 0.008 -0.047 0.017
C -0.605 6.370 0.348 -0.008 0.016 -0.036
C -0.325 3.025 0.568 0.077 -0.041 -0.030
N 0.396 1.988 -0.023 -0.173 0.653 -0.082
C 1.676 2.521 -0.144 -0.071 0.022 -0.025
C 2.761 1.846 -0.649 0.003 -0.014 0.023
C 2.691 0.588 -1.177 -0.095 0.017 -0.108
C 3.808 -0.138 -1.696 0.054 0.140 0.023
C 5.231 0.322 -1.678 -0.022 -0.039 0.044
C 5.645 0.983 -2.994 -0.004 0.029 -0.051
C 3.311 -1.283 -2.237 0.052 -0.130 -0.022
C 1.898 -1.249 -2.039 -0.107 0.090 0.151
C 1.031 -2.178 -2.551 -0.001 -0.077 -0.055
C -0.332 -2.123 -2.445 -0.016 0.120 0.230
N -1.039 -1.165 -1.700 -0.194 -0.749 -0.385
C -2.377 -1.508 -1.953 0.196 0.174 -0.076
C -3.450 -0.795 -1.506 -0.078 -0.044 0.037
C -3.341 0.354 -0.764 0.060 0.078 0.019
N -2.133 0.915 -0.374 -0.426 0.186 -0.237
C -2.528 2.045 0.340 -0.029 -0.101 0.168
C -1.677 3.005 0.809 -0.027 0.001 -0.014
C -3.951 2.138 0.437 0.016 0.122 0.056
C -4.460 1.098 -0.277 -0.058 -0.101 -0.026
C -5.900 0.747 -0.491 0.044 0.032 -0.039
C -6.468 -0.073 0.669 -0.010 -0.038 0.042
C -4.692 3.197 1.191 0.010 -0.024 -0.031
C -4.619 2.987 2.707 0.006 -0.013 0.042
C -2.478 -2.656 -2.790 -0.129 -0.061 0.017
C -1.211 -3.033 -3.104 0.073 -0.060 -0.183
C -0.787 -4.177 -3.970 -0.026 0.032 0.023
C -0.549 -5.451 -3.154 0.018 -0.042 0.018
C -3.759 -3.265 -3.266 0.018 0.000 0.032
C -4.325 -2.544 -4.492 -0.002 0.036 -0.042
N 1.496 -0.115 -1.337 0.654 -0.125 -0.169
C 4.065 -2.411 -2.864 -0.008 0.052 -0.020
C 4.243 -3.577 -1.885 -0.005 -0.052 0.038
H 4.705 5.161 1.570 0.002 0.005 -0.013
H 4.205 3.470 1.622 0.000 -0.014 0.005
H 3.285 4.692 2.504 -0.008 0.004 -0.005
H 3.540 4.553 -0.554 -0.007 0.007 -0.007
H 2.647 5.770 0.311 0.007 0.005 0.021
H 0.883 5.967 1.859 -0.003 0.010 0.000
H -0.676 5.277 2.216 -0.004 0.003 -0.006
H 0.113 6.614 -0.436 0.001 -0.006 -0.004
H -0.948 7.302 0.793 0.010 0.000 0.018
H -1.460 5.887 -0.129 -0.002 -0.008 0.002
H 3.720 2.343 -0.637 0.004 0.008 -0.009
H 5.862 -0.542 -1.462 0.003 0.003 -0.039
H 5.390 1.014 -0.849 0.001 -0.017 0.025
H 5.517 0.302 -3.835 -0.005 -0.011 0.003
H 6.690 1.285 -2.963 0.007 -0.005 0.019
H 5.042 1.870 -3.195 -0.009 0.000 0.002
H 1.452 -2.993 -3.122 0.008 -0.009 0.015
H -4.438 -1.155 -1.755 0.007 0.009 -0.022
H -2.111 3.864 1.301 0.004 -0.004 0.022
H -6.021 0.200 -1.427 0.013 0.009 -0.010
H -6.472 1.668 -0.613 -0.021 -0.008 0.024
H -5.885 -0.984 0.826 0.001 -0.008 -0.015
H -7.498 -0.365 0.474 -0.006 0.016 -0.015
H -6.451 0.497 1.599 0.016 0.009 0.001
H -5.735 3.192 0.874 -0.002 0.003 -0.004
H -4.303 4.184 0.928 0.006 -0.001 0.013
H -5.042 2.020 2.985 -0.005 -0.007 -0.005
H -5.176 3.761 3.233 -0.008 0.007 -0.011
H -3.589 3.012 3.067 0.014 0.003 -0.015
H 0.111 -3.911 -4.529 0.010 0.009 0.010
H -1.561 -4.349 -4.720 0.001 -0.027 0.005
H 0.176 -5.282 -2.358 0.005 0.008 -0.020
H -0.176 -6.251 -3.792 -0.021 0.002 -0.023
H -1.474 -5.792 -2.689 -0.004 0.013 0.014
H -4.492 -3.265 -2.455 -0.002 0.000 -0.007
H -3.577 -4.313 -3.503 -0.008 0.000 -0.005
H -4.514 -1.489 -4.283 0.002 0.003 0.007
H -5.262 -2.997 -4.811 -0.001 -0.023 0.017
H -3.627 -2.592 -5.328 0.012 0.000 0.005
H 5.038 -2.044 -3.192 0.010 -0.017 0.005
H 3.551 -2.751 -3.767 -0.008 0.014 -0.007
H 4.801 -3.259 -1.005 -0.001 0.011 -0.013
H 4.782 -4.395 -2.361 0.004 0.004 -0.016
H 3.278 -3.958 -1.544 -0.003 0.004 -0.019
Br -3.948 -1.766 5.477 -0.055 -0.014 0.056
C -2.976 -1.199 3.995 -0.001 0.020 0.055
C -1.978 -0.244 4.130 0.010 0.012 -0.073
C -1.261 0.122 3.014 -0.170 0.078 -0.050
N -1.479 -0.383 1.784 0.141 -0.199 0.705
C -2.476 -1.281 1.674 0.018 0.094 -0.045
C -3.236 -1.716 2.739 0.018 0.007 -0.113
H -1.757 0.209 5.085 0.003 -0.004 0.009
H -0.507 0.878 3.109 -0.073 -0.101 0.034
H -2.671 -1.679 0.694 -0.001 -0.082 -0.083
H -4.009 -2.453 2.578 0.004 -0.012 -0.001
F 1.777 -3.780 2.470 -0.001 0.020 0.033
C 0.464 -3.726 2.299 0.050 -0.135 -0.071
F -0.090 -4.888 2.592 0.089 0.003 0.123
F -0.033 -2.779 3.095 -0.085 0.069 -0.005
S 0.082 -3.376 0.533 0.147 1.066 -0.296
O -1.331 -3.504 0.375 0.015 -0.134 0.009
O 0.978 -4.161 -0.239 0.078 0.010 0.094
O 0.488 -1.861 0.478 -0.709 -1.500 0.026
N 5.674 -1.666 3.112 -0.020 0.043 -0.002
C 4.842 -1.380 2.092 0.020 0.012 0.019
O 4.983 -1.803 0.961 0.005 -0.001 -0.013
C 3.690 -0.452 2.390 0.001 -0.088 -0.037
C 3.699 0.552 3.338 0.031 0.052 0.042
C 2.614 1.416 3.389 -0.011 0.001 -0.022
C 1.572 1.229 2.508 0.119 0.063 -0.097
N 1.511 0.214 1.626 0.235 -0.148 0.019
C 2.580 -0.589 1.568 -0.043 0.054 0.076
H 6.443 -2.292 2.934 0.002 -0.003 0.003
H 5.468 -1.420 4.063 0.002 -0.028 0.012
H 4.548 0.706 3.992 0.001 -0.013 0.004
H 2.588 2.248 4.077 0.001 0.009 0.000
H 0.768 1.951 2.483 0.068 0.043 -0.045
H 2.600 -1.369 0.824 -0.061 -0.047 -0.028
```
Positions in Å, forces in eV/Å.

Values from the calculation:
ΔE to the lowest compared entry with this formula, charge and spin ... 0.000 eV
Charge ... +2
Frontier orbital gap ... 5.649 eV

=====

No. 4
This record from the OMol25 dataset describes a structure of composition CaH2O in a non-equilibrium geometry. The level of theory is wB97M-V/def2-TZVPD.

```
4
Properties=species:S:1:pos:R:3:forces:R:3
O -0.299 -0.172 -0.977 0.025 -0.930 -0.252
H -0.520 -1.099 -0.733 0.164 0.917 -0.514
H -0.168 -0.197 -1.952 -0.148 0.026 0.957
Ca 0.988 1.468 3.663 -0.041 -0.013 -0.191
```
Positions in Å, forces in eV/Å.

Values from the calculation:
ΔE to the lowest compared entry with this formula, charge and spin ... 2.012 eV
Charge ... +2
Frontier orbital gap ... 4.845 eV

=====

No. 5
This record from the OMol25 dataset describes a cluster of 3 separate species, C5H15NO2 in total in a non-equilibrium geometry. The level of theory is wB97M-V/def2-TZVPD.

```
23
Properties=species:S:1:pos:R:3:forces:R:3
C -1.672 2.385 0.139 0.187 0.285 0.448
N -0.455 1.580 0.184 -1.026 0.145 -0.485
C -0.416 0.626 -0.924 0.012 -0.440 0.432
C 0.674 -0.328 -0.509 0.423 -1.033 -0.733
C 0.506 -0.482 0.990 -0.723 1.504 0.408
C -0.239 0.864 1.421 2.071 -1.389 -0.218
H -2.063 2.419 -0.871 -0.141 -0.133 -0.179
H -1.507 3.424 0.421 0.213 0.067 0.174
H -2.433 1.997 0.827 -0.160 -0.110 -0.193
H -1.357 0.063 -1.046 -0.165 0.211 -0.037
H -0.202 1.143 -1.852 -0.035 0.082 -0.225
H 1.636 0.037 -0.846 0.242 0.451 0.550
H 0.663 -1.305 -0.997 -0.497 0.045 -0.100
H 1.436 -0.590 1.531 0.223 -0.162 0.084
H -0.173 -1.274 1.289 0.293 -0.489 -0.316
H -1.096 0.515 2.007 -0.413 0.760 -0.071
H 0.495 1.401 2.021 -0.549 0.336 0.499
H -1.965 -1.498 0.221 -0.146 -0.052 0.127
H -2.666 -2.860 0.446 -0.161 0.030 0.251
O -2.095 -2.376 -0.149 0.209 -0.046 -0.399
H 3.948 -0.616 -1.231 -0.166 -0.089 -0.421
H 3.856 -1.692 -0.231 -0.225 -0.398 -0.142
O 3.583 -1.508 -1.141 0.536 0.422 0.547
```
Positions in Å, forces in eV/Å.

Values from the calculation:
ΔE to the lowest compared entry with this formula, charge and spin ... 1.432 eV
Frontier orbital gap ... 9.188 eV

=====

No. 6
This record from the OMol25 dataset describes a cluster of 13 separate species, C4H33NO13S in total in a non-equilibrium geometry. The level of theory is wB97M-V/def2-TZVPD.

```
52
Properties=species:S:1:pos:R:3:forces:R:3
C -0.247 0.517 2.331 -1.781 -6.156 3.059
N -0.439 -0.564 1.277 1.930 -2.733 3.995
C -1.433 -0.312 0.339 -4.018 1.062 -2.936
C -2.793 0.243 0.934 0.710 -1.020 -1.711
S -3.547 -0.936 2.008 -0.279 -0.332 0.991
C -0.933 0.682 -0.739 1.293 -0.980 1.049
O -0.274 -0.129 -1.683 0.246 -0.771 -1.192
H -1.054 0.628 3.131 0.264 -0.059 -1.584
H -0.019 1.374 1.934 1.331 4.774 -2.320
H 0.534 0.145 3.004 0.501 0.234 -0.564
H -0.507 -1.545 1.877 -0.470 4.045 -2.246
H -1.782 -1.157 -0.467 1.172 1.096 2.791
H -3.446 0.548 0.108 -0.103 -0.650 -0.361
H -2.616 1.224 1.297 0.519 1.104 1.202
H -0.151 1.405 -0.487 -0.530 0.289 1.028
H -1.782 1.222 -1.159 0.032 -0.242 -0.508
H 0.581 -3.235 -2.065 -5.436 -0.294 2.085
H 1.821 -2.425 -1.898 -0.021 0.215 0.706
O 1.410 -3.189 -2.348 5.278 -0.508 -2.901
H -2.192 2.355 2.586 -0.679 0.871 3.336
H -3.071 1.792 3.513 -5.829 -7.069 0.154
O -2.544 2.457 3.581 6.307 6.310 -3.256
H 0.811 1.687 -2.231 1.126 -2.820 1.363
H -0.282 2.126 -3.234 0.030 -0.839 -0.026
O 0.423 2.396 -2.646 -1.228 4.282 -1.673
H 1.790 0.233 -3.357 4.597 2.825 2.402
H 0.797 -0.699 -3.072 -0.023 0.642 -1.917
O 1.127 -0.114 -3.822 -4.085 -3.697 -1.719
H 2.384 0.261 -0.802 0.567 -0.771 -0.391
H 3.442 1.451 -1.244 0.587 -0.329 -0.321
O 2.613 1.240 -0.837 -1.201 0.794 0.445
H -1.186 -1.349 3.360 0.506 -1.215 2.537
H -1.345 -2.682 4.034 -0.233 -0.476 0.201
O -0.793 -1.911 4.156 -0.796 1.608 -2.371
H 3.218 1.885 2.344 -0.041 -0.083 -0.063
H 3.191 1.331 0.882 0.619 0.789 0.560
O 3.775 1.765 1.570 -0.449 -0.465 -0.372
H -0.909 3.649 -1.822 0.034 0.429 1.036
H -1.556 3.430 -0.452 0.135 0.276 -0.211
O -1.288 4.144 -1.050 -0.041 -0.606 -0.630
H -1.790 0.026 -3.388 -0.298 -2.257 3.619
H -0.686 0.405 -4.345 -2.340 0.099 0.679
O -1.694 0.512 -4.138 2.807 2.219 -4.316
H -1.369 -3.374 1.200 -1.544 0.012 0.041
H -0.056 -2.766 1.415 0.385 -1.433 -0.948
O -0.472 -3.532 0.953 1.323 0.496 0.484
H 3.409 -3.464 0.396 -0.228 0.404 -0.372
H 3.315 -1.807 0.312 -0.062 -3.341 1.380
O 3.468 -2.679 0.947 0.282 2.574 -0.904
H 1.538 -1.380 -0.075 -2.010 -0.700 2.976
H 0.541 -0.618 -1.327 -0.735 0.750 0.477
O 2.068 -1.264 -0.804 1.881 1.648 -2.782
```
Positions in Å, forces in eV/Å.

Values from the calculation:
ΔE to the lowest compared entry with this formula, charge and spin ... 6.710 eV
Charge ... -2
Frontier orbital gap ... 6.740 eV

=====

| no. | HOMO level (eV) | E_LUMO (eV) |
| --- | --- | --- |
| 1 | -13.6 | -4.565 |
| 2 | -11.6 | -3.196 |
| 3 | -12.3 | -6.604 |
| 4 | -17.1 | -12.265 |
| 5 | -8.4 | 0.752 |
| 6 | -1.8 | 4.965 |